1.
C3H12O4 | the ωB97M-V functional and the def2-TZVPD basis

The LUMO energy is 0.38 eV. The value obtained for the HOMO energy is -0.3411 hartree. Its SMILES is C=C(C)O.O.O.O.

Geometry as ORCA input:
```
! wB97M-V def2-TZVPD RIJCOSX def2/J DEFGRID3
* xyz 0 1
O -1.127 3.101 -0.948
O -0.013 -2.566 1.382
O 0.584 1.049 -0.849
O 2.369 -1.457 -0.117
C -0.983 -0.795 -0.836
C -0.496 0.505 1.269
C -0.219 0.270 -0.015
H -0.770 4.000 -0.845
H -1.539 -1.514 -0.239
H 1.997 -1.526 -1.003
H -0.320 -1.730 1.772
H -1.610 2.804 -0.177
H -0.383 -1.227 -1.616
H -1.827 -0.075 -1.295
H 0.185 1.910 -0.972
H -1.375 0.070 1.795
H 1.718 -1.840 0.407
H 0.129 1.250 1.821
H -0.522 -3.017 2.094
*
```

Here are the Mulliken charges for atoms 1 to 2, given in e:
1 O -0.70
2 O -0.62

***

2.
C3H12O4 | the ωB97M-V functional and the def2-TZVPD basis

The LUMO energy is 0.54 eV. The value obtained for the HOMO energy is -0.3589 hartree. Its SMILES is OCCCO.O.O.

Geometry as ORCA input:
```
! wB97M-V def2-TZVPD RIJCOSX def2/J DEFGRID3
* xyz 0 1
O 2.717 1.753 -2.744
O -2.980 3.231 -0.313
O -0.123 -2.103 2.855
O 1.023 -0.162 -0.619
C -0.131 -0.944 -0.737
C -0.500 -1.679 0.544
C 0.147 -1.156 1.825
H -0.176 -1.627 3.685
H -1.013 -0.399 -1.105
H 1.209 -0.995 1.632
H -0.255 -2.749 0.495
H -1.584 -1.721 0.675
H -0.329 -0.218 2.082
H 2.985 0.908 -3.123
H 1.996 2.026 -3.326
H -3.639 3.550 -0.946
H -3.433 3.453 0.511
H -0.075 -1.709 -1.533
H 1.296 0.160 -1.488
*
```

Here are the Mulliken charges for atoms 1 to 2, given in e:
1 O -0.66
2 O -0.63

***

Ranking the structures above by energy, 2 is first and the second is 0.0186 hartree behind.